Formula: C18H28CoN3O7Sb
Source: the Open Molecules 2025 dataset
Level of theory: ωB97M-V/def2-TZVPD

Positions of all 58 atoms, in Å:
Co  -0.33  -0.22  0.38
C  0.79  -1.14  4.17
N  1.96  -0.90  3.33
C  3.20  -0.54  4.00
C  1.84  -1.05  2.01
O  0.78  -1.47  1.52
C  3.03  -0.72  1.11
O  2.70  -1.05  -0.21
C  2.91  -0.09  -1.19
C  2.06  1.17  -0.97
O  1.40  1.29  0.06
N  2.09  2.12  -1.91
C  2.78  1.99  -3.18
C  1.30  3.33  -1.75
H  0.92  -0.60  5.10
H  0.68  -2.21  4.38
H  -0.09  -0.78  3.66
H  3.01  0.28  4.68
H  3.96  -0.23  3.28
H  3.59  -1.39  4.57
H  3.90  -1.32  1.43
H  3.28  0.33  1.23
H  2.58  -0.56  -2.12
H  3.97  0.19  -1.28
H  3.21  1.01  -3.31
H  3.57  2.74  -3.27
H  2.07  2.15  -3.99
H  0.83  3.32  -0.77
H  0.53  3.38  -2.53
H  1.94  4.21  -1.84
O  -0.24  0.09  -3.61
C  -0.45  0.08  -2.41
O  0.06  -0.71  -1.53
C  -1.36  1.14  -1.79
C  -2.07  2.14  -2.44
C  -2.75  3.07  -1.66
C  -2.70  3.00  -0.27
C  -1.97  1.97  0.30
N  -1.37  1.08  -0.47
C  -1.71  1.72  1.79
O  -2.22  2.45  2.62
O  -0.91  0.73  1.99
H  -2.06  2.18  -3.52
H  -3.31  3.86  -2.14
H  -3.19  3.72  0.36
C  -3.69  -1.81  -1.43
Sb  -2.28  -2.25  0.13
C  -1.43  -3.96  -0.82
C  -3.63  -3.31  1.42
H  -4.32  -2.67  -1.62
H  -3.14  -1.56  -2.34
H  -4.31  -0.96  -1.15
H  -2.21  -4.63  -1.18
H  -0.79  -4.49  -0.11
H  -0.81  -3.62  -1.65
H  -4.20  -4.05  0.85
H  -4.33  -2.62  1.89
H  -3.07  -3.82  2.20

## Properties
- 2S+1 = 2
- total energy (Eh) = -3016.7305
- highest occupied orbital energy (spin up / spin down) (eV) = -7.56 / -8.42
- frontier orbital gap (spin up / spin down) (eV) = 7.98 / 8.85
- net charge = 0